Record 1
Below is a 2-piece molecular cluster, C25H43ClF4NO3S2Si overall at a distorted geometry, with properties calculated with ωB97M-V/def2-TZVPD.

```
80
Properties=species:S:1:pos:R:3
C -2.425 5.007 3.725
C -0.875 4.843 4.117
C -0.519 3.371 4.703
O -0.284 2.388 3.661
C 0.863 1.584 3.961
C 1.014 0.265 3.025
Cl 2.464 -0.578 3.882
C -0.178 -0.773 3.158
N -1.203 -0.881 2.076
C -2.578 -0.750 2.630
F -2.702 -1.852 3.561
F -3.631 -0.979 1.708
C -2.963 0.557 3.454
F -2.775 0.434 4.876
F -4.398 0.694 3.328
C -0.911 -0.197 0.749
S -1.522 -1.396 -0.602
C -1.595 1.208 0.519
C -1.419 1.962 -0.850
C -1.914 1.490 -2.259
C -1.718 2.318 -3.563
C -1.030 3.720 -3.552
C -0.544 4.224 -2.158
C 0.202 5.650 -2.015
C -0.747 3.386 -0.878
C 0.695 -0.282 0.506
C 1.189 -0.120 -1.000
C 1.794 -1.492 -1.650
O 0.968 -1.837 -2.815
Si 1.651 -3.159 -3.722
C 2.310 -2.548 -5.418
C 0.162 -4.338 -4.125
C 2.920 -4.203 -2.723
C 1.577 0.573 1.545
S 1.754 2.374 1.138
H -2.820 4.097 3.160
H -3.089 5.129 4.659
H -2.524 5.915 3.021
H -0.561 5.658 4.860
H -0.270 4.934 3.142
H -1.370 2.995 5.376
H 0.423 3.493 5.337
H 0.744 1.194 5.047
H 1.816 2.223 3.974
H -0.614 -0.608 4.220
H 0.321 -1.813 3.272
H -1.188 -1.895 1.796
H -2.556 1.548 3.073
H -1.074 -2.662 -0.236
H -1.209 1.922 1.350
H -2.740 1.168 0.702
H -2.455 0.498 -2.366
H -2.110 1.922 -4.552
H -0.906 4.344 -4.494
H 0.772 5.587 -1.010
H -0.527 6.525 -1.971
H 1.011 5.753 -2.816
H -0.379 3.853 0.105
H 0.950 -1.390 0.756
H 0.441 0.256 -1.762
H 2.082 0.615 -1.042
H 1.735 -2.387 -0.944
H 2.849 -1.295 -2.065
H 3.364 -2.113 -5.352
H 2.368 -3.446 -6.136
H 1.578 -1.795 -5.883
H -0.687 -3.707 -4.551
H 0.560 -5.131 -4.856
H -0.132 -4.888 -3.152
H 2.378 -4.608 -1.803
H 3.262 -5.058 -3.397
H 3.800 -3.548 -2.368
H 2.647 0.146 1.434
H 3.069 2.765 1.400
C 1.320 -7.902 -2.137
O 1.210 -7.043 -3.264
H 1.752 -7.340 -1.308
H 0.330 -8.264 -1.851
H 1.971 -8.746 -2.378
H 0.826 -7.564 -3.981
```

Calculated values
Gap between HOMO and LUMO = 7.90 eV
HOMO energy = -0.405 Ha
Charge = +1
LUMO energy = -3.1200 eV
Max |F| = 5.3 eV/A

Löwdin population analysis, charges in e, atoms 1 to 4: number 1, C, carries -0.123; number 2, C, carries -0.197; number 3, C, carries -0.194; number 4, O, carries -0.247

Record 2
Below is C47H40Br2FI2N5O6SiSr as an isolated structure, with properties calculated with ωB97M-V/def2-TZVPD.

```
105
Properties=species:S:1:pos:R:3
Sr -0.517 -0.355 -1.132
Br 1.281 -5.287 -2.894
C 2.288 -4.184 -1.729
C 3.517 -4.651 -1.263
C 4.296 -3.903 -0.424
Br 5.968 -4.606 0.163
C 3.860 -2.627 0.009
C 4.571 -1.790 0.895
C 4.032 -0.595 1.278
C 2.776 -0.221 0.768
N 2.104 -0.958 -0.082
C 2.616 -2.152 -0.466
C 1.766 -2.918 -1.395
O 0.694 -2.427 -1.813
H 3.852 -5.630 -1.581
H 5.530 -2.114 1.276
H 4.546 0.060 1.970
H 2.300 0.701 1.080
C -2.809 -2.907 6.236
C -2.371 -1.451 6.348
C -1.428 -1.276 7.529
C -1.003 0.175 7.660
C -0.384 0.644 6.373
C 0.566 1.643 6.363
C 1.108 2.071 5.159
F 2.036 3.059 5.200
C 0.734 1.532 3.963
C -0.216 0.505 3.951
C -0.605 -0.059 2.625
O -0.094 0.407 1.614
C -1.601 -1.109 2.698
C -2.090 -1.464 3.908
N -1.714 -0.972 5.119
C -0.773 0.056 5.154
C -2.131 -1.901 1.499
O -3.152 -2.573 1.677
O -1.409 -1.816 0.471
H -3.095 -3.259 7.229
H -1.990 -3.528 5.872
H -3.663 -3.048 5.578
H -3.258 -0.828 6.524
H -0.553 -1.916 7.380
H -1.936 -1.619 8.432
H -0.301 0.313 8.484
H -1.883 0.785 7.889
H 0.893 2.103 7.287
H 1.140 1.875 3.021
H -2.857 -2.225 3.899
C -3.991 -0.700 -1.467
Si -3.492 -0.688 -3.272
C -4.614 0.586 -4.114
C -3.959 -2.393 -3.954
N -1.820 -0.335 -3.413
C -1.183 -0.311 -4.601
C -1.788 -0.515 -5.873
C -1.099 -0.508 -7.074
C 0.270 -0.297 -7.109
C 0.921 -0.084 -5.894
C 0.220 -0.068 -4.708
O 0.902 0.123 -3.493
C 2.094 0.796 -3.518
C 2.157 2.120 -3.940
C 3.360 2.798 -3.855
C 4.493 2.166 -3.350
C 4.416 0.844 -2.938
C 3.217 0.148 -3.030
H -5.078 -0.579 -1.415
H -3.555 0.133 -0.909
H -3.732 -1.628 -0.952
H -5.664 0.332 -3.929
H -4.468 0.670 -5.192
H -4.428 1.569 -3.672
H -4.947 -2.676 -3.575
H -3.237 -3.131 -3.596
H -3.982 -2.449 -5.044
H -2.854 -0.699 -5.903
H -1.652 -0.678 -7.992
H 0.827 -0.305 -8.038
H 1.992 0.069 -5.876
H 1.257 2.595 -4.306
H 3.410 3.835 -4.164
H 5.429 2.707 -3.277
H 5.291 0.343 -2.541
H 3.130 -0.885 -2.720
I -4.476 3.401 -0.258
C -2.479 3.947 -0.394
C -2.122 5.295 -0.339
C -0.813 5.698 -0.411
I -0.392 7.736 -0.311
C 0.221 4.730 -0.555
C 1.598 5.039 -0.620
C 2.511 4.036 -0.762
C 2.053 2.710 -0.854
N 0.786 2.379 -0.790
C -0.135 3.363 -0.631
C -1.533 2.911 -0.530
O -1.803 1.689 -0.558
H -2.907 6.033 -0.233
H 1.916 6.072 -0.558
H 3.572 4.240 -0.824
H 2.763 1.905 -1.008
N 0.978 -3.443 2.246
H 0.874 -2.752 1.505
H 0.300 -3.162 2.947
H 0.602 -4.295 1.839
```

Calculated values
Gap between HOMO and LUMO = 5.14 eV
HOMO energy = -0.067 Ha
Charge = -2
LUMO energy = 3.3175 eV
Max |F| = 0.7 eV/A

Löwdin population analysis, charges in e, atoms 1 to 4: number 1, Sr, carries 1.487; number 2, Br, carries 0.716; number 3, C, carries -0.618; number 4, C, carries -0.204

Record 3
Below is C6H9NO in the gas phase at a distorted geometry, with properties calculated with ωB97M-V/def2-TZVPD.

```
17
Properties=species:S:1:pos:R:3
C -0.194 -1.684 1.618
C 0.134 -1.142 0.463
O 1.307 -1.505 -0.119
C 1.275 -0.984 -1.410
C 0.219 -0.195 -1.649
C -0.633 -0.200 -0.400
N -1.026 1.058 0.318
C 0.050 2.052 0.527
H -1.080 -1.286 2.091
H 0.430 -2.408 2.090
H 2.043 -1.404 -2.144
H -0.057 0.313 -2.590
H -1.581 -0.611 -0.554
H -1.908 1.416 -0.040
H -0.325 2.846 1.116
H 0.595 2.279 -0.473
H 0.750 1.455 1.157
```

Calculated values
Gap between HOMO and LUMO = 9.39 eV
HOMO energy = -0.309 Ha
Charge = 0
LUMO energy = 0.9929 eV
Max |F| = 3.5 eV/A

Löwdin population analysis, charges in e, atoms 1 to 4: number 1, C, carries 0.093; number 2, C, carries -0.348; number 3, O, carries -0.003; number 4, C, carries -0.090

Record 4
Below is C28H53BBeCl2F4ILiN4NaO15PS as an isolated structure at a distorted geometry, with properties calculated with ωB97M-V/def2-TZVPD.

```
113
Properties=species:S:1:pos:R:3
C 3.788 -3.110 0.880
C 2.777 -2.421 -0.080
C 2.003 -3.410 -0.946
C 1.324 -2.684 -2.109
C 0.142 -1.795 -1.611
C -1.180 -2.498 -2.028
N -2.258 -2.122 -1.085
C -2.863 -0.858 -1.546
N -3.189 0.058 -0.461
C -2.048 0.927 -0.137
C -3.227 -3.166 -0.865
I -3.902 -4.006 -2.788
P -4.903 -2.506 -0.318
N -6.162 -3.566 -0.297
C -2.653 -4.254 0.145
Cl -3.578 -4.133 1.761
C -2.811 -5.714 -0.311
C -1.662 -6.242 -1.208
C -1.109 -7.617 -0.768
O 0.127 -7.533 -0.091
O -1.347 -3.902 0.437
C -0.682 -4.560 1.470
O -0.574 -3.723 2.598
H 3.682 -4.191 0.780
H 3.562 -2.823 1.909
H 4.799 -2.812 0.618
H 2.089 -1.800 0.504
H 3.297 -1.761 -0.775
H 2.722 -4.214 -1.389
H 1.191 -3.894 -0.378
H 0.994 -3.408 -2.861
H 2.090 -2.084 -2.603
H 0.173 -1.669 -0.533
H 0.241 -0.851 -2.148
H -0.950 -3.557 -1.960
H -1.392 -2.185 -3.052
H -3.724 -1.020 -2.212
H -2.150 -0.319 -2.169
H -3.361 -0.463 0.392
H -1.891 1.682 -0.908
H -1.121 0.340 -0.051
H -2.197 1.394 0.833
H -5.329 -1.547 -1.261
H -4.792 -1.815 0.900
H -5.954 -4.591 -0.515
H -2.729 -6.324 0.612
H -3.804 -5.945 -0.705
H -2.031 -6.345 -2.229
H -0.821 -5.551 -1.256
H -0.917 -8.213 -1.658
H -1.848 -8.154 -0.143
H 0.017 -7.148 0.782
H -1.128 -5.511 1.785
H 0.329 -4.776 1.114
H 0.335 -3.757 2.913
O -2.317 1.502 2.822
Cl -2.749 1.580 4.187
O -3.320 0.262 4.566
O -3.761 2.571 4.339
O -1.636 1.824 5.056
C 3.507 2.270 4.039
S 1.923 2.070 4.872
O 0.866 2.323 3.862
C 2.051 3.547 5.890
H 3.609 1.463 3.316
H 3.532 3.231 3.523
H 4.313 2.209 4.771
H 2.170 4.422 5.251
H 2.901 3.449 6.566
H 1.132 3.634 6.466
Na -3.689 -7.348 1.432
Li -2.512 -1.153 5.440
F 3.914 -4.176 -2.243
C -0.394 4.829 1.375
C 0.987 4.725 1.996
O 2.035 5.213 1.162
C 1.950 6.575 0.797
C 1.970 7.528 1.979
H -0.419 4.311 0.414
H -1.133 4.379 2.039
H -0.691 5.865 1.199
H 1.213 3.681 2.178
H 1.014 5.225 2.972
H 1.067 6.753 0.172
H 2.820 6.771 0.167
H 1.090 7.391 2.626
H 1.972 8.563 1.635
H 2.858 7.361 2.593
Be -0.664 8.075 3.667
C 5.927 5.954 -2.816
C 7.160 6.510 -3.133
C 8.019 6.915 -2.124
C 7.627 6.752 -0.807
C 6.401 6.206 -0.473
C 5.547 5.807 -1.489
N 8.544 7.160 0.268
O 9.606 7.654 -0.053
O 8.185 6.977 1.415
H 5.260 5.634 -3.607
H 7.454 6.625 -4.167
H 8.978 7.348 -2.365
H 6.110 6.090 0.560
H 4.586 5.376 -1.243
B -6.893 -2.810 -5.100
O -8.193 -2.357 -5.637
C -8.121 -2.328 -6.961
O -9.005 -2.005 -7.703
C -6.718 -2.776 -7.378
O -6.306 -2.867 -8.499
O -6.026 -3.049 -6.278
F -7.049 -3.998 -4.368
F -6.322 -1.823 -4.273
F -5.772 -5.773 0.123
```

Calculated values
Gap between HOMO and LUMO = 1.43 eV
HOMO energy = -0.292 Ha
Charge = 0
LUMO energy = -6.5145 eV
Max |F| = 2.4 eV/A

Löwdin population analysis, charges in e, atoms 1 to 4: number 1, C, carries -0.089; number 2, C, carries -0.240; number 3, C, carries -0.218; number 4, C, carries -0.186

Record 5
Below is C5H13N2 in the gas phase at a distorted geometry, with properties calculated with ωB97M-V/def2-TZVPD.

```
20
Properties=species:S:1:pos:R:3
C 1.485 -1.378 -1.342
C 0.491 -0.642 -0.461
C 0.438 0.901 -0.596
C 0.250 1.434 0.814
C -1.472 0.950 2.411
N -1.057 0.907 1.158
N -0.921 -1.087 -0.847
H 1.239 -2.440 -1.383
H 2.496 -1.309 -0.954
H 1.458 -0.948 -2.339
H 0.640 -0.900 0.584
H 1.317 1.353 -1.080
H -0.401 1.129 -1.245
H 1.098 1.031 1.386
H 0.285 2.531 0.777
H -2.380 0.409 2.684
H -1.149 1.648 3.195
H -1.527 -0.296 -1.033
H -1.407 -1.583 -0.081
H -0.882 -1.710 -1.650
```

Calculated values
Multiplicity = 2
Gap between HOMO and LUMO (alpha / beta) = 3.26 / 7.43 eV
HOMO energy (alpha / beta) = -0.114 / -0.271 Ha
Charge = 0
LUMO energy (alpha / beta) = 0.1656 / 0.0486 eV
Max |F| = 2.0 eV/A

Löwdin population analysis, charges in e, atoms 1 to 4: number 1, C, carries -0.057; number 2, C, carries -0.347; number 3, C, carries -0.199; number 4, C, carries -0.325

Record 6
Below is C18H21Br30IN3 as an isolated structure at a distorted geometry, with properties calculated with ωB97M-V/def2-TZVPD.

```
73
Properties=species:S:1:pos:R:3
C -1.913 -3.257 -2.646
C -2.021 -1.841 -2.706
C -1.450 -0.913 -1.662
C -0.958 -1.391 -0.350
C -0.440 -0.410 0.589
I 0.324 -1.138 2.476
C -0.431 0.993 0.232
N -0.921 1.416 -0.992
C -0.892 2.912 -1.194
N -1.839 3.578 -0.276
C -1.408 0.538 -1.955
N -1.903 0.934 -3.272
H -1.170 -3.847 -3.243
H -2.605 -3.848 -1.988
H -2.606 -1.424 -3.569
H -1.008 -2.487 -0.137
H -0.041 1.753 0.940
H -1.204 3.189 -2.230
H 0.111 3.344 -0.927
H -1.460 3.619 0.670
H -2.752 3.126 -0.309
H -1.157 1.486 -3.727
H -2.736 1.523 -3.191
C -3.737 2.056 2.867
Br -1.841 1.886 3.215
Br -4.328 3.891 2.994
Br -4.228 1.256 1.172
H -4.253 1.499 3.642
C 3.777 2.195 2.807
Br 4.344 1.796 4.609
Br 4.186 0.763 1.577
Br 1.902 2.672 2.740
H 4.341 3.065 2.482
C 2.995 5.048 6.069
Br 4.821 5.076 6.704
Br 1.736 5.430 7.483
Br 2.747 6.217 4.546
H 2.793 4.037 5.728
C 3.976 -3.314 2.330
Br 5.372 -2.980 3.626
Br 4.576 -2.973 0.523
Br 3.227 -5.086 2.512
H 3.177 -2.609 2.536
C -0.081 -7.761 2.646
Br 1.804 -8.003 3.009
Br -0.609 -5.904 2.793
Br -0.585 -8.516 0.940
H -0.625 -8.307 3.410
C -0.811 -6.138 -5.477
Br -0.156 -6.439 -3.679
Br -0.396 -7.617 -6.648
Br -2.698 -5.717 -5.492
H -0.288 -5.270 -5.864
C 2.281 6.206 -1.381
Br 1.150 7.745 -1.088
Br 4.122 6.709 -1.679
Br 2.116 4.913 0.054
H 1.932 5.722 -2.288
C -4.977 -5.109 -9.472
Br -5.486 -6.926 -9.052
Br -5.273 -3.919 -7.976
Br -3.159 -5.005 -10.121
H -5.623 -4.775 -10.277
C 1.470 2.142 -6.001
Br 0.924 0.328 -5.620
Br 1.150 3.306 -4.491
Br 3.300 2.227 -6.609
H 0.848 2.502 -6.814
C 0.926 3.065 11.369
Br 0.256 4.491 12.489
Br -0.321 2.613 9.959
Br 2.682 3.469 10.669
H 1.027 2.187 11.997
```

Calculated values
Gap between HOMO and LUMO = 6.09 eV
HOMO energy = -0.385 Ha
Charge = +1
LUMO energy = -4.3925 eV
Max |F| = 2.4 eV/A

Löwdin population analysis, charges in e, atoms 1 to 4: number 1, C, carries 0.043; number 2, C, carries -0.099; number 3, C, carries -0.096; number 4, C, carries -0.028

Record 7
Below is C29H29N5O6SSn as an isolated structure at a distorted geometry, with properties calculated with ωB97M-V/def2-TZVPD.

```
71
Properties=species:S:1:pos:R:3
Sn 0.236 0.364 -0.449
O -1.447 1.946 -1.715
C -2.719 1.853 -1.692
C -3.519 3.027 -1.597
C -4.889 2.998 -1.505
C -5.572 1.787 -1.564
C -4.839 0.628 -1.720
C -3.444 0.614 -1.776
C -2.803 -0.660 -1.934
N -1.547 -0.892 -1.807
N -1.151 -2.166 -2.047
C 0.143 -2.339 -1.954
O 1.032 -1.453 -1.752
C 0.574 -3.746 -2.149
C 1.859 -4.065 -2.573
C 2.247 -5.386 -2.699
C 1.367 -6.406 -2.378
C 0.089 -6.094 -1.941
C -0.306 -4.776 -1.834
H -2.998 3.973 -1.541
H -5.444 3.926 -1.386
H -6.655 1.757 -1.498
H -5.357 -0.325 -1.775
H -3.461 -1.499 -2.201
H 2.545 -3.262 -2.793
H 3.246 -5.631 -3.040
H 1.674 -7.443 -2.456
H -0.596 -6.889 -1.671
H -1.289 -4.506 -1.486
C -0.480 -2.167 7.496
C -0.180 -2.126 6.021
C 0.634 -3.094 5.447
C 0.891 -3.082 4.087
C 0.337 -2.099 3.287
C -0.454 -1.116 3.851
C -0.721 -1.136 5.208
S 0.723 -1.971 1.517
O 1.456 -3.177 1.190
O -0.601 -1.815 0.925
N 1.476 -0.606 1.416
C 2.898 -0.611 1.369
C 3.417 0.578 0.535
O 4.572 0.960 0.718
O 2.618 1.076 -0.310
H 0.394 -2.501 8.053
H -1.295 -2.865 7.706
H -0.777 -1.184 7.858
H 1.079 -3.850 6.083
H 1.518 -3.826 3.619
H -0.846 -0.346 3.204
H -1.338 -0.365 5.650
H 3.258 -1.525 0.880
H 3.345 -0.557 2.374
N -0.156 3.300 1.386
C 0.284 3.681 0.391
N 0.786 4.286 -0.652
C 2.145 3.966 -1.072
C 2.228 3.876 -2.587
C 1.797 5.182 -3.257
C 0.582 5.788 -2.534
C -0.133 4.747 -1.677
H 2.447 3.003 -0.651
H 2.820 4.751 -0.700
H 1.588 3.056 -2.914
H 3.252 3.628 -2.868
H 1.553 4.990 -4.304
H 2.617 5.905 -3.242
H -0.125 6.212 -3.253
H 0.912 6.593 -1.869
H -0.505 3.903 -2.270
H -0.993 5.204 -1.176
```

Calculated values
Gap between HOMO and LUMO = 5.73 eV
HOMO energy = -0.055 Ha
Charge = -2
LUMO energy = 4.2183 eV
Max |F| = 1.6 eV/A

Löwdin population analysis, charges in e, atoms 1 to 4: number 1, Sn, carries 1.505; number 2, O, carries -0.245; number 3, C, carries -0.406; number 4, C, carries -0.040

Copy entry 3 word for word.
Below is C6H9NO in the gas phase at a distorted geometry, with properties calculated with ωB97M-V/def2-TZVPD.

```
17
Properties=species:S:1:pos:R:3
C -0.194 -1.684 1.618
C 0.134 -1.142 0.463
O 1.307 -1.505 -0.119
C 1.275 -0.984 -1.410
C 0.219 -0.195 -1.649
C -0.633 -0.200 -0.400
N -1.026 1.058 0.318
C 0.050 2.052 0.527
H -1.080 -1.286 2.091
H 0.430 -2.408 2.090
H 2.043 -1.404 -2.144
H -0.057 0.313 -2.590
H -1.581 -0.611 -0.554
H -1.908 1.416 -0.040
H -0.325 2.846 1.116
H 0.595 2.279 -0.473
H 0.750 1.455 1.157
```

Calculated values
Gap between HOMO and LUMO = 9.39 eV
HOMO energy = -0.309 Ha
Charge = 0
LUMO energy = 0.9929 eV
Max |F| = 3.5 eV/A

Löwdin population analysis, charges in e, atoms 1 to 4: number 1, C, carries 0.093; number 2, C, carries -0.348; number 3, O, carries -0.003; number 4, C, carries -0.090

The lowest max |F| belongs to which entry? C47H40Br2FI2N5O6SiSr

Which of these has the lowest max |F|? C47H40Br2FI2N5O6SiSr